Computed, not measured: a molecular structure, C4H6INO in a non-equilibrium geometry, with ωB97M-V with the def2-TZVPD basis set.

Structure (XYZ):
```
13
C4H6INO | the Open Molecules 2025 dataset | ωB97M-V with the def2-TZVPD basis set
C -1.46663 -0.21294 -1.63993
C -1.04508 0.32561 0.63132
C 0.88679 -0.33229 -0.79365
C -0.43205 0.41308 -0.79152
N -2.26375 -0.65231 -2.31591
O -0.06062 1.71889 -1.22162
I -1.61553 2.84954 -1.70556
H -0.31848 0.09330 1.37774
H -1.30655 1.35698 0.99178
H -1.94394 -0.29247 0.69462
H 1.72490 -0.03119 -0.08720
H 1.50948 -0.12620 -1.61991
H 0.88187 -1.46489 -0.83864
```

The relative energy (zero: lowest compared OMol25 entry of this formula, charge and spin) is 2.548 eV. For the gap between HOMO and LUMO, the calculation gives 8.84 eV. As for the HOMO energy: -9.729 eV. Its total charge is 0.